Here is C35H43N4SSb2Ti as an isolated structure from the OMol25 dataset. Energies are from ωB97M-V/def2-TZVPD.

Computed properties:
HOMO level in eV: -3.815
Relative energy (zero: lowest compared OMol25 entry of this formula, charge and spin) in kcal per mole: 3.6
Net charge: -1
Lowest unoccupied orbital energy in eV: 2.42
Electronic energy in eV: -89977.942

Structure (XYZ):
```
86
Properties=species:S:1:pos:R:3:mulliken_charge:R:1
N -1.462 0.955 0.013 -0.141
H -1.477 -0.530 2.762 0.327
S 0.615 2.457 -1.023 -0.528
C 1.100 0.727 -1.411 -0.051
C 3.089 1.603 -2.685 -0.357
C -1.667 -4.731 1.715 0.990
N -0.732 2.705 1.302 -0.492
Sb -2.549 -1.846 0.665 0.621
C 3.014 -3.367 -0.564 -1.628
C 1.848 0.708 -2.766 2.393
C 1.496 -2.309 1.974 -1.364
C 1.116 5.333 3.029 -0.479
C -2.116 -5.028 3.004 -0.524
C -3.771 0.952 -2.879 -0.305
C 1.062 6.081 4.190 -0.443
H 3.316 -4.150 0.133 0.474
H -1.714 3.515 3.426 0.357
C -3.235 1.222 -1.616 0.221
H 2.928 -1.139 -2.271 0.042
C -0.974 4.995 4.804 -0.451
H -1.143 -2.261 3.036 0.246
H 1.937 5.464 2.333 0.333
H -6.840 2.353 -2.518 0.362
H -0.021 6.510 6.002 0.352
H 1.315 -3.184 2.598 0.370
C 2.303 -0.729 -3.066 -1.303
C -0.625 2.063 0.201 -0.030
Sb 1.011 -2.714 -0.064 0.690
C 5.385 3.219 -2.446 -0.387
C 0.913 1.135 -3.900 -1.946
C 0.017 5.923 5.093 -0.582
H 1.815 0.458 -0.621 0.438
H 2.551 -2.040 2.020 0.545
C 5.232 2.090 -1.650 -0.967
H -1.399 -1.048 -3.733 0.461
H -3.591 2.121 0.288 0.479
C -0.940 4.236 3.645 -0.472
H -2.745 -1.595 3.379 0.405
H -0.687 -2.485 -2.992 0.281
N -1.949 0.805 -1.326 0.507
H -3.164 0.419 -3.599 0.280
C 0.112 4.398 2.735 0.570
H 3.999 0.436 -1.126 0.274
H -2.433 -4.407 -0.273 0.406
H 2.495 3.020 -4.185 0.392
C 3.258 2.738 -3.473 -0.138
Ti -0.693 -0.523 -1.112 -0.136
H 0.072 0.445 -3.949 -0.150
C -1.889 -1.539 2.706 -1.259
C 4.390 3.538 -3.355 -0.868
C 4.101 1.301 -1.771 -0.028
C 0.236 -4.736 0.050 -1.605
H 0.647 -6.459 4.335 0.379
C -0.341 -5.066 1.387 0.952
C -4.014 1.913 -0.685 -0.266
H -1.687 -5.844 4.938 0.387
H 0.506 2.134 -3.745 0.487
C -5.055 1.354 -3.195 -0.687
C 0.000 -5.977 3.613 -0.546
C -2.587 -4.070 0.753 -2.059
H 1.432 1.108 -4.862 0.668
C -5.835 2.037 -2.267 -0.467
H 0.980 3.784 0.954 0.184
H 4.485 4.419 -3.978 0.373
H 1.430 -1.377 -3.177 0.187
C -1.302 -5.635 3.947 -0.656
H -5.454 1.131 -4.178 0.367
H 3.722 -2.541 -0.483 0.405
H 5.994 1.826 -0.927 0.375
C 0.464 -5.691 2.338 -0.626
H -5.895 2.840 -0.280 0.352
H -2.374 -2.047 -2.668 0.438
H 2.875 -0.759 -3.997 0.433
C -1.368 -1.640 -2.814 -1.617
N 0.184 3.682 1.571 0.258
C -5.301 2.309 -1.015 -0.696
H 1.482 -5.953 2.066 0.317
H 1.088 -5.380 -0.169 0.674
H 6.265 3.842 -2.353 0.379
H -3.135 -4.766 3.267 0.371
H -0.488 -4.846 -0.756 0.454
H 3.049 -3.756 -1.582 0.424
H -3.618 -4.306 1.015 0.587
H 1.850 6.797 4.392 0.329
H 0.892 -1.481 2.336 0.313
H -1.798 4.853 5.494 0.342
```

---

Here is C35H43N5O2S2Si2W as an isolated structure from the OMol25 dataset. Energies are from ωB97M-V/def2-TZVPD.

Computed properties:
HOMO level in eV: -13.129
Relative energy (zero: lowest compared OMol25 entry of this formula, charge and spin) in kcal per mole: 0.0
Net charge: +2
Lowest unoccupied orbital energy in eV: -6.99
Electronic energy in eV: -87780.022

Structure (XYZ):
```
90
Properties=species:S:1:pos:R:3:mulliken_charge:R:1
H -3.792 4.719 1.363 0.484
H 2.825 -2.873 -1.551 0.524
H 4.496 1.197 4.068 0.509
H -0.988 -5.454 1.702 0.369
H 0.900 -3.941 6.108 0.427
C 3.959 2.792 -2.039 -0.920
C -1.548 -0.223 -4.269 -1.017
C 0.774 -4.222 1.959 -0.787
H 1.086 -2.669 -1.367 0.247
C 5.664 1.118 -2.288 -0.847
N 0.269 2.843 3.604 -0.006
H 0.870 4.265 0.828 0.380
C -3.696 -1.446 -3.016 -0.925
C -2.050 3.635 1.990 -1.140
H 2.271 3.335 1.426 0.161
N 0.181 -3.219 2.854 0.488
H -1.226 -0.213 2.812 0.002
H 0.651 2.826 -3.120 0.427
O -3.476 -1.897 -0.199 -0.630
C 3.556 0.548 -1.250 0.680
C -0.279 -4.897 1.092 -0.993
C 3.195 3.929 5.589 -0.641
C 1.754 3.695 0.537 -1.175
C -2.192 2.342 -0.429 -0.386
H 1.989 -3.952 4.724 0.335
C -3.715 -1.262 -4.385 -0.599
H 3.471 4.721 6.270 0.428
H -0.371 -4.739 4.141 0.456
C 0.011 2.212 2.446 0.521
O -1.764 -0.494 -0.122 -0.528
C 4.841 0.189 -1.679 -0.650
H -0.326 3.618 3.847 0.075
Si 1.446 2.392 -0.790 0.920
C -1.522 -0.396 -2.881 1.046
C 5.220 2.425 -2.471 -0.866
N -1.202 2.029 0.426 0.266
H -0.982 -3.176 4.606 0.375
H 2.431 4.411 0.060 0.681
W -0.023 0.250 0.131 2.651
H 1.298 -2.428 5.289 0.223
H 3.637 3.816 -2.187 0.342
H 1.931 -1.783 -2.622 0.426
C 1.566 2.873 4.200 0.103
H 2.914 -2.125 1.639 0.296
S 2.000 0.526 2.848 -0.098
H -0.348 -0.815 4.236 0.313
H 0.196 -5.596 0.404 0.435
H -0.843 -4.168 0.508 0.119
H 1.196 4.669 5.313 0.446
H 4.062 -0.797 1.476 0.424
H 5.120 2.989 5.646 0.435
C 0.566 3.334 -2.161 -1.436
N 0.703 1.216 1.942 -0.980
H -2.003 4.129 2.949 0.572
H 5.863 3.152 -2.949 0.434
H -0.706 0.240 -4.766 0.567
H -4.561 -1.597 -4.966 0.447
H 1.056 4.307 -2.256 0.480
C -2.636 -0.649 -5.010 -0.776
H 6.652 0.831 -2.622 0.454
C 2.017 -2.141 -1.597 -1.552
C -1.134 2.666 1.621 0.810
C -3.064 3.966 1.098 -0.995
C -2.685 -1.223 -0.791 0.026
N 0.213 -1.576 1.230 0.236
H 1.283 -4.944 2.596 0.613
H -3.901 3.541 -0.844 0.545
H 0.633 -2.302 0.661 -0.602
H -0.488 3.537 -1.976 0.334
H 1.561 -3.765 1.354 0.087
H -1.811 -1.623 3.652 0.696
H -2.216 1.803 -1.365 0.534
C -2.610 -1.015 -2.255 0.409
H -2.639 -0.507 -6.082 0.441
C -0.104 -1.991 2.444 1.353
C 3.770 1.946 4.354 -0.543
C -0.905 -1.101 3.345 -2.061
H 5.207 -0.822 -1.548 0.385
C 1.093 -3.489 5.137 -1.059
C 2.479 1.894 3.852 0.869
C 3.464 -1.516 0.922 -1.666
C -0.102 -3.686 4.220 -0.749
H 4.154 -2.177 0.389 0.582
C 1.911 3.898 5.057 -0.904
Si 2.442 -0.697 -0.443 1.453
S -0.005 0.199 -2.178 -0.373
C -3.128 3.316 -0.124 -0.934
H -4.517 -1.928 -2.504 0.549
C 3.115 1.858 -1.423 0.773
C 4.120 2.959 5.238 -0.819
```

---

Here is C35H44As3N2NiO3 as an isolated structure from the OMol25 dataset. Energies are from ωB97M-V/def2-TZVPD.

Computed properties:
HOMO level in eV: -4.751
Net charge: -1
Lowest unoccupied orbital energy in eV: 2.64
Electronic energy in eV: -269693.380

Structure (XYZ):
```
88
Properties=species:S:1:pos:R:3:mulliken_charge:R:1
C 3.453 -5.650 4.724 -1.227
C 2.650 -1.124 -2.861 -0.737
H 4.408 -5.990 5.125 0.409
As 1.514 -0.261 1.992 0.697
C 1.683 -0.378 -2.164 0.710
C -0.515 -2.447 3.276 -1.145
H 3.619 7.192 0.655 0.386
C 0.222 -2.302 -2.287 -0.309
H -0.738 -2.747 -2.057 0.359
O -1.038 5.063 1.674 -0.753
H 1.931 8.385 2.037 0.363
H 0.374 -5.486 2.101 0.321
H 2.657 -6.243 5.174 0.345
C 0.483 6.828 1.886 -0.678
H 3.065 4.949 -0.257 0.426
C -3.802 0.369 3.755 -0.937
C -4.656 0.046 1.461 -1.067
C 1.119 4.885 0.589 0.271
H -2.961 0.698 5.682 0.412
H 3.189 -2.974 -3.792 0.394
H 3.599 -0.644 -3.080 0.334
C 1.503 -0.986 3.839 -2.010
H 2.522 -1.018 4.238 0.481
C 0.425 -0.964 -1.849 -0.010
N 1.259 1.701 -1.061 0.710
As -0.283 -3.089 1.412 0.584
H 0.986 -4.024 -3.268 0.388
C -3.203 0.530 -0.403 -0.228
Ni -0.457 1.273 -0.386 -0.379
H -5.596 -0.311 1.869 0.353
H 3.320 1.183 3.116 0.543
C 3.112 -1.101 1.212 -1.198
N 1.731 2.958 -0.706 -0.950
C -3.631 0.449 2.347 1.433
H -2.327 -3.169 -0.083 0.474
H -0.134 -3.208 5.909 0.440
H -2.278 -1.658 0.818 -0.327
H 3.001 1.363 -2.053 0.306
O -0.308 2.994 0.336 -0.809
H 1.060 -4.428 4.070 0.651
C 2.415 1.400 2.545 -1.496
H 4.529 -3.443 2.993 0.308
C 2.428 -2.419 -3.260 -0.724
H 2.881 -2.112 0.878 0.207
C -2.404 0.933 1.816 1.729
H 5.592 -3.489 4.421 0.473
C 0.294 -2.249 5.602 -2.423
H -5.234 -0.198 -0.571 0.355
H 0.987 -0.182 4.376 0.380
C -2.164 0.935 0.405 -0.651
H -0.505 1.795 2.346 0.564
H -4.739 -0.019 4.139 0.355
H -1.024 -1.480 3.203 -0.867
C 0.836 3.540 0.035 0.974
C 4.653 -3.104 4.022 -1.149
H 1.738 1.998 3.158 0.329
H -2.822 -3.154 1.631 0.490
C -0.548 -5.019 1.755 -1.367
H -0.840 1.643 4.772 0.328
H 3.444 -5.800 3.643 0.335
C 0.755 -2.300 4.138 3.174
H 2.673 1.979 1.657 0.409
H 3.945 -1.116 1.916 0.418
H 3.395 -0.513 0.340 0.451
H -1.083 4.163 1.270 0.470
C -4.449 0.109 0.112 -0.741
C 1.187 -3.002 -2.963 -0.473
C 1.709 7.407 1.629 -0.288
H -3.048 0.482 -1.475 0.326
C 2.030 0.960 -1.765 -0.117
H -0.265 7.328 2.488 0.428
H 4.695 -2.017 4.036 0.288
As 3.188 -3.750 5.160 0.235
H -1.210 -3.140 3.762 0.971
O -0.543 -0.378 -1.218 -0.529
H 2.045 -3.552 2.902 0.450
C 2.656 6.741 0.855 -0.758
C -2.132 -2.733 0.896 -0.701
C 0.172 5.564 1.376 0.409
C -2.817 0.768 4.610 -0.658
C -1.418 1.372 2.743 -0.272
H -0.474 -1.481 5.720 0.490
H -0.840 -5.492 0.816 0.438
C -1.610 1.293 4.093 -1.058
C 1.660 -3.523 3.927 -1.908
H -1.337 -5.182 2.493 0.358
H 1.121 -2.015 6.276 0.542
C 2.352 5.493 0.347 -0.530
```

---

Here is C35H44BaN6O7S2Si as an isolated structure from the OMol25 dataset. Energies are from ωB97M-V/def2-TZVPD.

Computed properties:
HOMO level in eV: -2.861
Relative energy (zero: lowest compared OMol25 entry of this formula, charge and spin) in kcal per mole: 0.0
Net charge: -2
Lowest unoccupied orbital energy in eV: 3.80
Electronic energy in eV: -90535.397

Structure (XYZ):
```
96
Properties=species:S:1:pos:R:3:mulliken_charge:R:1
O 3.007 -1.087 -1.491 0.660
H 6.008 -1.328 -3.109 0.482
O -4.234 2.743 2.525 -0.696
O 2.483 1.379 -2.570 0.556
N -1.224 -2.752 -0.152 0.480
H 4.438 -0.988 -3.756 0.261
H -3.480 0.458 6.991 0.411
C -0.818 3.759 3.078 -0.450
C -7.381 -2.966 0.256 0.357
C -2.272 4.178 2.814 -0.457
H 0.692 -3.935 -2.629 0.363
C -0.164 -2.972 -0.966 -0.977
C -2.631 -3.866 -1.668 -0.278
H -1.775 -4.586 -3.447 0.392
H 3.585 -3.690 -1.436 0.353
O 3.702 1.127 -0.272 0.294
H -4.057 2.011 -0.243 0.332
O -8.368 -2.816 0.959 -0.739
C -3.730 0.020 6.031 -0.593
C 2.025 0.021 -4.594 -1.009
C 0.240 1.603 -3.434 -1.608
C 4.586 2.335 1.448 -1.681
H 2.341 3.398 -4.148 0.358
H 3.884 1.770 2.078 0.328
N -2.997 -1.260 4.155 -0.330
C -3.413 0.368 -1.392 0.341
H 5.299 -0.596 0.046 -0.077
C -2.462 -3.231 -0.385 -0.344
H -0.370 3.971 4.058 0.314
C -4.438 -1.885 2.380 1.020
N 1.078 -2.164 3.188 -1.222
H -4.964 -3.576 -0.970 0.706
H -3.097 2.353 -1.731 0.362
H 1.714 -0.869 -3.983 0.066
C -3.577 -2.844 0.442 1.203
H 3.160 -0.036 -4.701 0.144
C -0.263 -3.705 -2.106 -0.607
C 4.026 2.553 0.047 1.746
H -5.743 0.767 5.918 0.344
O -7.383 -3.350 -0.953 -0.761
C 5.020 3.072 -0.940 -1.572
C 4.158 -3.100 -2.142 -1.845
C 1.713 1.323 -3.818 1.877
H -0.205 0.656 -3.048 0.238
S 0.618 0.530 -0.283 0.142
O 0.121 1.513 3.189 -0.804
C 4.351 -1.640 -1.702 1.794
H -6.378 -0.815 4.058 0.466
H 0.208 2.393 -2.717 0.266
H -2.671 4.716 3.669 0.255
H 3.318 2.175 -5.029 0.354
H 5.981 2.550 -0.895 0.316
H 4.611 3.005 -1.972 0.083
C -2.743 -0.677 5.329 -0.413
H 5.488 1.713 1.231 0.320
H 2.983 4.433 0.389 0.512
Si 2.570 0.449 -1.180 -3.023
H 1.640 2.546 -5.590 0.458
H 4.879 3.296 1.862 0.450
C -3.183 1.720 -0.836 -0.183
H -1.740 -0.862 5.689 0.503
C -0.869 2.224 2.867 0.472
N -3.336 -2.223 1.633 -0.050
H -3.683 -4.123 -1.929 0.410
Ba -0.950 -0.824 2.102 2.235
H -0.081 4.171 2.385 0.095
C 5.201 -1.587 -0.434 -1.249
H 5.249 4.113 -0.591 0.461
C 2.041 -2.721 3.724 0.405
H 2.413 3.471 -1.008 0.160
H 6.191 -1.858 -0.820 0.469
C 2.750 3.406 0.027 -1.148
C -5.332 -0.673 4.361 -0.712
H 4.917 -2.342 0.345 0.329
C 2.270 2.451 -4.706 -1.844
H -2.367 4.771 1.890 0.219
H -2.272 1.630 -0.259 -0.235
C 5.015 -0.890 -2.851 -1.308
H -6.504 -1.724 2.589 0.250
H 1.469 0.034 -5.587 0.427
H 5.203 -3.483 -2.197 0.402
H 3.705 -3.107 -3.170 0.329
H 5.253 0.146 -2.555 0.082
C -5.722 -2.114 1.930 -0.849
C -3.025 2.803 2.588 0.010
C -5.982 -2.662 0.689 -0.670
N -2.084 1.751 2.442 0.100
S 3.220 -3.328 4.607 -0.549
C -1.564 -4.113 -2.489 -0.538
C -5.004 0.104 5.449 -0.397
N -3.639 -0.692 -1.826 -0.468
H 0.755 -2.500 -0.644 0.822
H 1.967 2.996 0.642 0.054
C -4.235 -1.268 3.647 0.506
H -0.270 1.952 -4.365 0.498
C -4.872 -3.101 -0.029 -0.957
```